132
Properties=species:S:1:pos:R:3:lowdin_charge:R:1 method="wB97M-V/def2-TZVPD" total_charge=+1 e_homo_ev=-10.31
C 5.4042 0.6528 -0.1919 -0.059
C 5.1586 -0.7412 0.3912 -0.251
O 6.2819 -1.3075 1.0530 -0.159
C 6.7881 -0.5555 2.1317 -0.189
C 5.7824 -0.3092 3.2395 -0.192
O 5.1477 0.9408 3.0578 -0.136
C 4.2672 1.2615 4.1011 -0.200
C 3.6690 2.6163 3.8545 -0.158
O 2.5783 2.4817 2.9483 -0.106
C 1.8952 3.6884 2.7021 -0.095
C 0.4257 3.3387 2.4680 -0.452
O -0.4154 4.4013 2.1454 -0.040
C 0.0330 5.4127 1.2365 -0.117
C 0.3684 4.9257 -0.1601 -0.413
C 0.9245 6.0900 -0.9620 -0.027
O -0.8730 4.4628 -0.6941 -0.022
O 0.4450 2.3515 1.4717 -0.002
C -0.8302 1.8553 1.1313 -0.107
C -1.3961 1.0790 2.3048 -0.190
C -2.7724 0.5286 1.9531 -0.122
C -3.1984 -0.8007 2.5844 -0.177
C -2.1772 -1.9382 2.5163 -0.169
C -1.9777 -2.5894 1.1245 -0.174
N -2.5367 -1.7862 0.0418 -0.146
C -3.8761 -2.2203 -0.4101 -0.026
C -1.6724 -1.5549 -1.0629 -0.487
C -0.7775 -2.6662 -1.5674 0.008
O -1.6838 -0.4811 -1.6136 0.092
N -1.4766 2.0864 3.4343 0.009
N -2.1385 1.5746 4.5994 0.125
C -1.6604 0.5956 5.1637 -0.748
S -1.1101 -0.6513 5.8666 0.937
C -0.1719 2.7718 3.7840 -0.104
C -0.4504 3.8926 4.7951 -0.098
C -0.3297 3.5199 6.2730 -0.076
C 1.1172 3.2769 6.6442 -0.504
O 1.9768 4.0801 6.4411 0.139
O 1.3897 2.1003 7.2859 0.098
H 5.0089 0.7087 -1.2037 0.072
H 4.9502 1.4341 0.4172 0.059
H 6.4724 0.8637 -0.2345 0.078
H 4.9386 -1.4157 -0.4323 0.087
H 4.2849 -0.7390 1.0536 0.108
H 7.2208 0.3930 1.7987 0.125
H 7.6000 -1.1551 2.5437 0.129
H 5.0428 -1.1200 3.2149 0.132
H 6.2837 -0.3414 4.2145 0.127
H 4.8003 1.2782 5.0612 0.135
H 3.4678 0.5099 4.1770 0.133
H 3.3232 3.0306 4.8081 0.108
H 4.4328 3.2917 3.4585 0.145
H 2.0153 4.3592 3.5574 0.138
H 2.3020 4.1649 1.8076 0.144
H -0.8190 6.0825 1.1324 0.145
H 0.8495 5.9946 1.6692 0.139
H 1.0824 4.1002 -0.1341 0.140
H 0.9281 5.8629 -2.0270 0.088
H 0.2963 6.9710 -0.8158 0.092
H 1.9336 6.3399 -0.6380 0.090
H -0.7882 4.3831 -1.6479 0.100
H -1.5111 2.6453 0.8043 0.138
H -0.6966 1.1637 0.3020 0.144
H -0.6582 0.3257 2.5784 0.157
H -2.8436 0.4753 0.8693 0.112
H -3.5136 1.2786 2.2561 0.123
H -4.1026 -1.0970 2.0522 0.096
H -3.5092 -0.6521 3.6193 0.097
H -2.5162 -2.7218 3.1965 0.111
H -1.2058 -1.6245 2.9060 0.073
H -2.4208 -3.5897 1.1300 0.120
H -0.9093 -2.7406 0.9716 0.113
H -3.8154 -2.8037 -1.3328 0.095
H -4.3371 -2.8267 0.3647 0.093
H -4.5260 -1.3603 -0.5631 0.072
H 0.2541 -2.3172 -1.5547 0.094
H -0.8493 -3.5805 -0.9867 0.072
H -1.0504 -2.8581 -2.6029 0.093
H -2.0863 2.8334 3.0849 0.191
H 0.5185 2.0454 4.2116 0.165
H -1.4251 4.3372 4.5920 0.135
H 0.2709 4.6872 4.6179 0.124
H -0.9634 2.6980 6.5906 0.099
H -0.6456 4.3879 6.8543 0.143
H 1.0947 1.3478 6.7609 0.079
C -6.7473 2.4353 0.7910 -0.007
C -6.7949 0.9880 0.3574 -0.542
O -6.1142 0.1289 0.9072 0.010
N -7.6212 0.6711 -0.6618 0.027
C -8.4955 1.5406 -1.4250 -0.058
H -6.0452 2.5167 1.6156 0.070
H -6.4183 3.0784 -0.0258 0.085
H -7.7270 2.7763 1.1259 0.087
H -7.6166 -0.3086 -0.9027 0.145
H -9.5307 1.2123 -1.3303 0.095
H -8.2437 1.5128 -2.4828 0.054
H -8.4283 2.5676 -1.0802 0.076
C 7.4322 -3.9985 -0.7252 -0.002
C 6.3697 -3.9201 -1.7964 -0.537
O 5.6760 -2.9200 -1.9370 0.013
N 6.2125 -4.9962 -2.6008 0.018
C 6.9296 -6.2564 -2.5816 -0.085
H 7.4192 -3.0628 -0.1741 0.062
H 7.2312 -4.8212 -0.0377 0.086
H 8.4178 -4.1514 -1.1667 0.086
H 5.4974 -4.8855 -3.3026 0.128
H 7.4303 -6.4220 -3.5344 0.080
H 6.2357 -7.0812 -2.4294 0.076
H 7.6699 -6.2631 -1.7877 0.071
C -6.8042 0.8416 -4.7748 -0.017
C -8.1689 0.4352 -5.2849 -0.555
O -8.9691 -0.1238 -4.5511 0.025
N -8.4746 0.7184 -6.5744 0.010
C -7.6493 1.3721 -7.5695 -0.074
H -6.7448 0.5230 -3.7387 0.062
H -6.0000 0.3607 -5.3322 0.086
H -6.6674 1.9226 -4.8304 0.088
H -9.3999 0.4221 -6.8439 0.143
H -8.1252 2.2858 -7.9281 0.085
H -7.4799 0.7158 -8.4242 0.085
H -6.6856 1.6334 -7.1443 0.070
C 2.8219 -7.2478 -5.0097 -0.009
C 4.2354 -6.9903 -5.4802 -0.544
O 5.2049 -7.3654 -4.8384 0.023
N 4.3948 -6.3223 -6.6509 0.010
C 3.3719 -5.8072 -7.5383 -0.076
H 2.8759 -7.7871 -4.0694 0.082
H 2.2836 -6.3118 -4.8552 0.082
H 2.2715 -7.8491 -5.7338 0.085
H 5.3596 -6.1871 -6.9102 0.142
H 3.4506 -6.2636 -8.5259 0.085
H 3.4662 -4.7261 -7.6513 0.084
H 2.3864 -6.0244 -7.1400 0.070

12
Properties=species:S:1:pos:R:3:nbo_charge:R:1 method="wB97M-V/def2-TZVPD" total_charge=-1 e_homo_ev=-5.06
N 1.8569 0.7048 -0.4652 -1.226
N -0.2647 -0.0790 1.2015 -1.241
O -0.9583 1.1686 -0.9456 -1.024
O -1.4179 -1.1787 -0.6282 -0.983
O -2.7057 0.5659 0.5798 -0.987
O 0.9293 -1.7235 -0.5987 -1.086
P 1.4436 -0.6641 0.4918 1.337
S -1.4471 0.1556 -0.0069 2.515
H 2.2253 1.5161 0.0297 0.373
H 0.9154 0.8978 -0.9626 0.422
H -0.3949 0.0835 2.1513 0.395
H -0.1819 -1.4471 -0.8469 0.504

23
Properties=species:S:1:pos:R:3:nbo_charge:R:1 method="wB97M-V/def2-TZVPD" smiles=CC[C@@]1(C#N)C[C@H]2C[C@H]21.O e_homo_ev=-10.17
C -1.9675 1.3922 0.8833 -0.614
C -0.6079 0.7448 1.1139 -0.385
C -0.0492 0.0217 -0.1186 -0.160
C -0.9073 -1.1287 -0.4579 0.362
N -1.6756 -1.8275 -1.0164 -0.388
C 0.2842 0.8915 -1.3841 -0.375
C 1.7307 0.4016 -1.3339 -0.224
C 2.3508 0.7673 -0.0235 -0.420
C 1.4327 -0.4172 -0.0869 -0.198
H -2.2878 1.9396 1.7796 0.219
H -1.9278 2.1064 0.0480 0.204
H -2.7402 0.6446 0.6526 0.218
H 0.1210 1.5159 1.3974 0.207
H -0.6538 0.0348 1.9531 0.222
H -0.2646 0.5738 -2.2766 0.235
H 0.1411 1.9722 -1.2381 0.209
H 2.3241 0.1148 -2.2018 0.227
H 3.4035 0.5030 0.0856 0.232
H 2.0625 1.6894 0.4885 0.209
H 1.7722 -1.4210 0.1687 0.225
O -0.9413 -3.5697 0.8925 -0.975
H -1.5818 -3.4776 0.0393 0.506
H -0.0180 -3.4720 0.6354 0.462

24
Properties=species:S:1:pos:R:3:nbo_charge:R:1 method="wB97M-V/def2-TZVPD" total_charge=+1 e_homo_ev=-14.09
C -1.2958 -0.7126 -1.8025 -0.419
C -1.3845 1.5167 -0.7310 0.676
N -1.5103 0.2080 -0.6767 -0.532
N -0.6459 2.0820 -1.7104 -0.784
N -1.7909 2.3134 0.2627 -0.757
H -2.1291 -0.1035 0.0615 0.420
H 0.0206 1.5089 -2.1927 0.425
H -0.8656 3.0174 -1.9997 0.431
H -2.6194 2.0854 0.7911 0.424
H -1.4274 3.2479 0.3061 0.429
H -0.2744 -0.5780 -2.1524 0.210
H -1.9842 -0.5432 -2.6302 0.227
H -1.4341 -1.7074 -1.4068 0.246
C 1.1774 -0.6991 1.4368 -0.394
C 0.7613 -2.1629 1.3534 -0.615
C 2.6749 -0.4404 1.0612 -0.595
H 1.0850 -0.3193 2.4383 0.206
H 0.6568 -0.0912 0.6953 0.164
H 1.5861 -2.7484 1.0416 0.219
H 0.3244 -2.4730 2.2974 0.223
H 2.7633 -0.5468 0.0166 0.191
H 3.3402 -1.1111 1.6035 0.213
H 0.0351 -2.3123 0.5569 0.180
H 2.9365 0.5694 1.3799 0.208

11
Properties=species:S:1:pos:R:3:nbo_charge:R:1 method="wB97M-V/def2-TZVPD" total_charge=-1 smiles=CCC[O-] e_homo_ev=-1.89
C 1.1751 0.3712 -0.4340 -0.602
C 0.1456 -0.4288 0.3498 -0.441
C -1.3488 -0.0321 0.1803 -0.003
O -2.0217 0.0643 1.3405 -0.960
H 1.1914 1.4525 -0.3510 0.189
H 1.1528 0.1250 -1.4972 0.178
H 2.1957 0.0626 -0.1499 0.174
H 0.3147 -1.4855 0.0978 0.160
H 0.3373 -0.3471 1.4063 0.200
H -1.3200 0.9534 -0.3841 0.046
H -1.8220 -0.7356 -0.5585 0.058

For reference, calculated total energy by record: -3213.555907 -1152.537368 -442.540901 -364.148263 -193.710205 Eh.
For reference, maximum force by record: 0.72 4.32 4.06 1.99 1.31 eV/Å.
For reference, gap between HOMO and LUMO by record: 0.23584 0.33187 0.40161 0.40330 0.23305 Ha.